This record from the Open Molecules 2025 dataset describes a cluster of 4 separate species, C46H65BClN2O12S4 in total. The level of theory is the ωB97M-V functional and the def2-TZVPD basis.

As for the net charge: -1. Its spin multiplicity is 1. As for the strongest force on any atom: 1.71 eV/A. As for the LUMO energy: 0.0706 Eh.

Last column: Löwdin charge in e.
Cartesian coordinates (Å):
C1 -2.3090 3.7155 3.7603  -0.0649
C2 -2.7099 2.2080 3.8008  -0.2141
O1 -3.6420 1.8365 2.7926  -0.0782
C3 -3.0865 1.7936 1.5234  -0.1676
C4 -3.4013 2.7992 0.5821  -0.0863
C5 -4.3043 3.9931 0.8864  -0.1290
C6 -5.5856 3.6589 1.7013  -0.1952
C7 -6.5446 2.6784 0.9629  -0.1571
C8 -7.0040 3.2916 -0.4019  -0.2452
O2 -8.2348 2.7368 -0.8629  -0.1944
C9 -7.9422 1.5195 -1.5550  -0.1145
C10 -2.7994 2.6666 -0.6871  -0.1939
C11 -2.9959 3.6892 -1.8220  -0.0776
C12 -1.7057 4.5458 -1.9242  -0.4367
O3 -1.2596 4.7958 -3.0336  0.0605
N1 -1.0670 5.0707 -0.7475  -0.1375
C13 -0.3341 6.3224 -1.0761  -0.0987
C14 -0.0351 4.1318 -0.2233  -0.0668
C15 -1.9566 1.5733 -0.9836  -0.3610
C16 -1.6388 0.5740 -0.0511  -0.1820
C17 -2.2430 0.7066 1.2204  0.0273
C18 -1.9170 -0.4136 2.2500  -0.6968
O4 -0.7642 -0.3186 2.7705  -0.0849
O5 -2.7350 -1.3067 2.5103  -0.0140
N2 -0.7662 -0.5520 -0.2845  0.1006
C19 -0.8652 -1.0828 -1.6202  -0.2146
C20 -0.7017 -2.4833 -1.7895  0.0563
C21 -0.7660 -3.1284 -3.0340  -0.1961
C22 -0.5807 -4.6551 -3.2360  -0.1520
C23 0.6544 -5.2243 -2.4387  -0.1363
C24 0.2972 -6.0464 -1.1951  -0.2078
C25 1.1539 -7.0580 -0.6722  -0.0672
C26 0.7353 -7.7778 0.4508  -0.1137
C27 -0.4656 -7.5243 1.1257  -0.1019
C28 -1.2932 -6.5088 0.6464  -0.0786
C29 -0.8977 -5.8216 -0.5011  -0.0620
C30 -1.0383 -2.3170 -4.1637  -0.4960
Cl1 -1.1835 -3.0681 -5.7735  0.7197
C31 -1.1926 -0.9397 -4.0362  -0.1699
B1 -1.4953 -0.1225 -5.3664  -0.5183
O6 -0.4447 0.5911 -5.9407  0.1180
C32 -2.8965 -0.0870 -6.1189  -0.1613
C33 -4.0930 -0.6932 -5.3068  -0.1168
C34 -1.0894 -0.3351 -2.7847  -0.3774
S1 -1.2538 1.4438 -2.6389  1.0797
H1 -2.0388 3.9903 4.8044  0.0707
H2 -3.1299 4.3829 3.4552  0.0580
H3 -1.3854 3.8854 3.1785  0.0681
H4 -3.2278 2.0557 4.7698  0.1225
H5 -1.8031 1.5770 3.8386  0.1097
H6 -3.7352 4.7411 1.4794  0.1085
H7 -4.6323 4.5383 -0.0155  0.0880
H8 -6.1587 4.6130 1.7828  0.1093
H9 -5.3929 3.3492 2.7396  0.1009
H10 -6.1146 1.6683 0.8458  0.1148
H11 -7.4761 2.5883 1.5619  0.1183
H12 -6.1853 3.0869 -1.1270  0.1124
H13 -7.0768 4.3884 -0.2692  0.1224
H14 -8.7615 0.8012 -1.3655  0.0897
H15 -7.8152 1.7283 -2.6381  0.0892
H16 -7.0102 1.0340 -1.2114  0.0853
H17 -3.1227 3.1946 -2.8019  0.0923
H18 -3.8670 4.3480 -1.6775  0.1067
H19 -0.8986 6.9685 -1.7653  0.0855
H20 -0.1213 6.8882 -0.1465  0.0855
H21 0.6651 6.0510 -1.4817  0.0849
H22 0.7951 4.6702 0.2686  0.0868
H23 0.4075 3.4831 -1.0061  0.0871
H24 -0.5032 3.5050 0.5568  0.0810
H25 0.2101 -0.2965 -0.1268  0.1411
H26 -0.4965 -3.0986 -0.9005  0.1272
H27 -1.5165 -5.1796 -2.9794  0.1154
H28 -0.3438 -4.8332 -4.2966  0.0556
H29 1.1292 -5.9324 -3.1531  0.1143
H30 1.4020 -4.4471 -2.2354  0.0817
H31 2.1218 -7.2898 -1.1366  0.1129
H32 1.3621 -8.5756 0.8755  0.1012
H33 -0.7834 -8.0796 2.0158  0.0977
H34 -2.2397 -6.2116 1.1160  0.1089
H35 -1.5650 -5.0363 -0.8822  0.1006
H36 -0.8124 1.3668 -6.3969  0.1049
H37 -2.8328 -0.6739 -7.0628  0.0983
H38 -3.2075 0.9316 -6.4374  0.1015
H39 -4.9272 -1.0094 -5.9686  0.0671
H40 -4.5248 0.1121 -4.6792  0.0723
H41 -3.8068 -1.5796 -4.7185  0.0653
C35 5.9068 -3.7275 0.4091  -0.2330
C36 5.2450 -3.0086 1.5844  -0.2239
C37 3.7233 -3.0923 1.3790  -0.1944
S2 3.4326 -4.5836 0.4359  0.6804
O7 2.9176 -4.2166 -0.8608  -0.3239
O8 2.7854 -5.5606 1.2707  -0.3087
C38 5.1506 -5.0387 0.2459  -0.2287
H42 6.9695 -3.8977 0.5855  0.1183
H43 5.8076 -3.1258 -0.4939  0.1002
H44 5.5194 -3.5137 2.5166  0.1218
H45 5.5719 -1.9711 1.6645  0.0708
H46 3.1878 -3.1569 2.3236  0.1121
H47 3.3512 -2.2497 0.8008  0.0802
H48 5.3033 -5.5056 -0.7260  0.1042
H49 5.3977 -5.7405 1.0433  0.1045
C39 3.0981 1.0592 6.3380  -0.2179
C40 4.3193 1.9721 6.5067  -0.2203
C41 5.1855 1.8131 5.2525  -0.2192
S3 4.0597 1.3655 3.9277  0.6635
O9 4.3714 0.0260 3.4896  -0.3159
O10 3.9543 2.4650 2.9985  -0.3269
C42 2.5883 1.3056 4.9222  -0.2207
H50 2.3297 1.2694 7.0814  0.1154
H51 3.3993 0.0145 6.4495  0.1194
H52 3.9882 3.0099 6.5963  0.1145
H53 4.8838 1.7304 7.4080  0.1101
H54 5.6968 2.7374 4.9922  0.1021
H55 5.9102 1.0077 5.3642  0.1042
H56 1.9285 0.5190 4.5569  0.1165
H57 2.0989 2.2721 4.8435  0.1087
C43 4.9488 0.4346 -2.3791  -0.2152
C44 3.8535 0.9854 -1.4586  -0.1989
C45 4.1895 0.5439 -0.0289  -0.1977
S4 5.9728 0.3642 0.0328  0.6958
O11 6.2790 -1.0295 0.2668  -0.3449
O12 6.5366 1.4081 0.8495  -0.3142
C46 6.2725 0.7519 -1.6868  -0.2283
H58 4.9022 0.8772 -3.3740  0.1151
H59 4.8316 -0.6474 -2.4845  0.1191
H60 3.8463 2.0768 -1.5146  0.1191
H61 2.8639 0.6367 -1.7550  0.1145
H62 3.8793 1.2834 0.7075  0.0881
H63 3.7472 -0.4204 0.2062  0.0834
H64 7.1067 0.1601 -2.0597  0.1049
H65 6.5072 1.8146 -1.7509  0.1062